Density functional theory data (ωB97M-V with the def2-TZVPD basis set) for one molecule with the formula C6H10O.

ORCA input file:
```
! wB97M-V def2-TZVPD RIJCOSX def2/J DEFGRID3
* xyz 0 1
C -0.197 -0.893 2.723
C 0.483 -0.759 1.374
C 1.756 -1.093 1.228
C -0.945 0.661 -1.912
O -0.592 1.898 -2.527
C -0.013 0.351 -0.784
C -0.394 -0.368 0.255
H 0.409 -0.537 3.546
H -1.097 -0.278 2.732
H -0.535 -1.918 2.859
H 2.347 -1.353 2.094
H 2.242 -1.106 0.268
H -0.983 -0.101 -2.692
H -1.956 0.735 -1.498
H -0.589 1.771 -3.479
H 1.012 0.709 -0.777
H -1.428 -0.678 0.363
*
```

Calculated values
LUMO   0.9 eV
Energy relative to the best compared isomer or geometry (same formula, charge and spin)   26.6 kcal per mole
Structure (SMILES)   C=C(C)/C=C/CO